Entry 1:
Here is C14H28BN8RuS2 as an isolated structure from OMol25. Energies are from ωB97M-V/def2-TZVPD.

```
! RIJCOSX wB97M-V def2-TZVPD def2/J DEFGRID3
* xyz 2 2
Ru -0.527 0.909 -0.520
S 0.057 -1.137 -1.337
S 1.467 0.862 0.521
N 0.506 2.513 -1.525
N 1.879 -0.575 -3.322
N -2.160 2.361 -0.522
N -1.928 -0.342 0.390
N 2.780 -1.382 -1.506
N 2.204 -1.720 1.090
N -3.175 -2.146 1.489
N 1.015 -0.781 2.664
C 3.786 -1.125 -2.402
C 1.628 -1.024 -2.076
C -3.346 -3.441 0.809
C -2.499 -1.200 0.926
C 1.302 -2.054 3.084
C -3.726 -1.991 2.842
C 1.567 -0.604 1.448
C 0.248 0.206 3.411
C 3.233 -0.628 -3.537
C 0.885 -0.126 -4.287
C -0.817 4.418 -0.519
C 0.546 3.777 -0.716
C 2.036 -2.631 2.100
C -1.826 3.586 0.258
B 3.117 -2.113 -0.146
H -0.678 0.437 2.885
H -1.253 4.696 -1.485
H 4.246 -1.816 0.121
H -0.653 5.356 0.013
H 1.381 0.040 -5.239
H -2.729 4.173 0.431
H 0.114 -0.883 -4.409
H 4.813 -1.339 -2.167
H 3.678 -0.338 -4.473
H 0.987 -2.426 4.043
H 2.471 -3.613 2.043
H 0.422 0.802 -3.957
H -3.512 -0.992 3.213
H -2.970 1.877 -0.143
H -4.407 -3.685 0.780
H 0.079 2.718 -2.426
H 1.210 4.487 -1.208
H -4.804 -2.140 2.810
H 0.831 1.115 3.539
H -1.432 3.284 1.230
H -3.277 -2.730 3.504
H 1.470 2.268 -1.747
H -2.435 2.667 -1.454
H 0.018 -0.210 4.387
H -2.964 -3.373 -0.206
H 2.956 -3.290 -0.303
H 0.989 3.521 0.246
H -2.806 -4.214 1.353
*
```

Calculated values
Orbital gap (spin up / spin down) ... 7.3 / 7.6 eV
Energy relative to the best compared isomer or geometry (same formula, charge and spin) ... 0.00 kJ/mol
Strongest force on any atom ... 0.00884 Eh/bohr
Total energy ... -1904.0125 Ha
HOMO (spin up / spin down) ... -14.279 / -14.366 eV

***

Entry 2:
Here is an isolated ion of composition C3H4FO3 and charge +2 from OMol25. Energies are from ωB97M-V/def2-TZVPD.

```
! RIJCOSX wB97M-V def2-TZVPD def2/J DEFGRID3
* xyz 2 2
F 1.531 1.398 -0.341
O 2.585 -0.187 0.462
O -2.951 0.670 -0.289
O -0.817 0.193 -0.334
C -2.003 -0.085 -0.045
C 1.432 0.219 0.380
C 0.273 -0.650 0.041
H 0.546 -1.284 -0.817
H 0.050 -1.279 0.917
H -3.816 0.420 0.096
H 3.170 0.585 -0.069
*
```

Calculated values
Orbital gap (spin up / spin down) ... 9.7 / 11.7 eV
Energy relative to the best compared isomer or geometry (same formula, charge and spin) ... 125.40 kJ/mol
Strongest force on any atom ... 0.13974 Eh/bohr
Total energy ... -441.3812 Ha
HOMO (spin up / spin down) ... -21.599 / -24.015 eV

***

Entry 3:
Here is C40H60GeN5P3Rh as an isolated structure from OMol25. Energies are from ωB97M-V/def2-TZVPD.

```
! RIJCOSX wB97M-V def2-TZVPD def2/J DEFGRID3
* xyz 2 6
Rh 0.082 -1.418 0.085
Ge -0.031 0.948 -0.083
P 0.073 -1.031 2.376
P 2.145 -1.546 -1.034
P -1.954 -1.364 -0.984
N 1.292 1.208 -1.523
N 0.777 1.484 1.596
N 0.323 -4.460 0.381
N 0.216 3.365 -0.373
N -1.705 1.540 -0.685
C -3.327 -3.911 -0.592
C -3.225 -2.030 -3.615
C 2.373 0.221 -1.793
C -1.303 -0.479 -3.645
C -3.823 4.183 0.447
C -0.325 -3.496 3.872
C 1.972 4.819 0.553
C -2.071 0.709 2.693
C -1.125 3.758 0.018
C 2.583 -2.707 -2.433
C 0.114 4.453 -2.609
C 3.769 -0.988 1.358
C 1.516 2.312 -3.714
C -1.551 4.824 0.799
C -1.616 -0.711 3.009
C 1.088 2.252 -2.367
C 2.553 2.915 2.527
C 0.450 4.496 -3.929
C 3.152 4.166 2.559
C 0.209 -3.300 0.395
C -3.424 3.179 -0.413
C 2.697 -4.172 -1.970
C 2.915 5.104 1.572
C 4.974 -1.629 -0.683
C 0.509 3.427 -1.767
C 3.639 -1.791 0.073
C -2.676 0.416 -0.678
C -3.442 -2.330 -0.353
C -2.887 5.004 1.105
C 0.683 -2.399 3.472
C -2.110 2.838 -0.417
C 1.518 -1.902 4.629
C 1.322 3.613 0.525
C -1.902 -1.622 -2.865
C 1.565 -2.677 -3.580
C 1.240 3.464 -4.421
C 0.863 0.616 2.725
C 1.607 2.636 1.533
C -1.872 -0.946 4.508
C -4.860 -1.771 -0.659
H 1.435 -1.607 -3.892
H -3.105 0.667 2.416
H 4.782 -1.190 1.778
H 4.860 -0.756 -1.341
H -0.903 -0.938 -4.574
H 0.468 1.128 3.647
H -1.219 -3.572 3.199
H 5.207 -2.558 -1.212
H -3.190 0.328 0.314
H 1.971 -3.275 -4.397
H 3.832 4.451 3.369
H -1.279 -2.562 -2.936
H 3.388 6.048 1.658
H -3.766 -2.839 -3.113
H 3.577 -2.362 -2.817
H 0.921 -1.440 5.449
H 3.033 -4.855 -2.777
H -2.982 -0.795 4.751
H 0.082 5.306 -4.575
H 1.763 -4.543 -1.555
H -2.950 -2.264 -4.660
H 2.093 1.510 -4.137
H -0.783 5.529 1.215
H -0.452 5.286 -2.127
H -5.253 -1.333 0.266
H 0.639 -3.102 -3.198
H -2.330 -4.249 -0.225
H -0.479 0.103 -3.241
H -2.215 -1.511 2.557
H 3.303 0.569 -1.334
H -4.095 -4.378 -0.007
H -4.859 -1.081 -1.504
H -3.869 -1.154 -3.744
H -5.494 -2.645 -0.955
H -3.234 -2.265 0.743
H -3.218 5.687 1.891
H 1.631 3.506 -5.401
H -3.472 0.567 -1.384
H 3.018 -1.216 2.103
H 2.163 -2.728 5.083
H 0.246 -4.469 3.838
H 3.768 0.103 1.226
H -1.546 -1.946 4.860
H -1.998 1.248 3.652
H 2.491 0.081 -2.878
H 1.441 -2.894 2.797
H 5.770 -1.361 0.083
H 3.520 -4.348 -1.249
H 3.408 -2.795 0.399
H -4.179 2.672 -1.026
H -3.436 -4.214 -1.633
H -1.497 1.269 1.960
H 1.908 0.324 2.950
H -1.299 -0.193 5.161
H 2.897 2.128 3.189
H -0.576 -3.340 4.971
H -2.058 0.232 -3.969
H 1.817 5.514 -0.272
H 2.194 -1.085 4.372
H -4.881 4.334 0.615
*
```

Calculated values
Orbital gap (spin up / spin down) ... 4.6 / 4.6 eV
Energy relative to the best compared isomer or geometry (same formula, charge and spin) ... 0.00 kJ/mol
Strongest force on any atom ... 0.08441 Eh/bohr
Total energy ... -5044.8060 Ha
HOMO (spin up / spin down) ... -9.038 / -12.762 eV

***

Entry 4:
Here is C55H38Cl4IrN5O6PSTe as an isolated structure from OMol25. Energies are from ωB97M-V/def2-TZVPD.

```
! RIJCOSX wB97M-V def2-TZVPD def2/J DEFGRID3
* xyz -1 1
Ir 0.189 0.559 -0.512
Te 0.354 -1.366 3.474
Cl -5.601 -5.470 3.313
Cl -0.911 8.335 4.127
Cl 9.411 -0.098 -0.871
Cl -1.985 1.664 -9.204
S 1.059 3.769 -4.037
P 1.251 -2.000 1.410
O 2.855 -2.204 1.470
O -0.770 2.192 -1.271
O 1.134 -1.113 0.183
O 0.723 -3.464 1.021
O 1.680 2.920 -5.016
O 1.586 5.093 -3.847
N -1.223 -0.512 -1.460
N 1.412 0.284 -2.075
N 1.587 1.613 0.453
N 0.923 2.989 -2.612
N -1.026 0.777 1.075
C -2.884 0.734 2.361
C 6.843 -0.918 -0.626
C -0.682 3.878 -4.364
C 2.276 -0.520 -3.986
C 4.903 -3.158 2.201
C -2.708 3.251 -3.236
C -2.137 0.076 1.286
C 7.183 1.424 -1.100
C -1.495 1.070 -7.638
C 5.472 -0.709 -0.623
C 0.072 2.752 2.017
C -0.703 0.137 -5.107
C 2.677 2.610 2.146
C -3.922 -3.203 0.478
C -1.666 5.975 3.033
C 0.667 6.217 3.517
C -4.737 -4.192 2.496
C -2.577 -1.248 -3.131
C 5.811 1.622 -1.087
C 1.141 -4.042 -0.234
C -0.149 4.116 2.591
C -3.418 3.743 -4.325
C -0.986 1.884 1.907
C -2.314 -1.063 -0.879
C -0.175 0.734 -7.408
C 2.777 0.257 -1.938
C 3.471 0.744 -0.833
C -0.313 -0.240 -3.719
C -1.367 4.357 -5.461
C -3.451 -2.178 2.566
C -0.068 -4.284 -1.105
C -2.420 0.995 -6.614
C 3.322 -0.280 -3.146
C -2.599 -1.026 0.499
C -0.329 2.807 -2.294
C -2.206 1.839 2.709
C -1.302 -0.606 -2.824
C -1.423 4.698 2.555
C 1.073 -0.142 -3.288
C -1.329 3.336 -3.275
C -0.619 6.724 3.532
C -2.016 0.554 -5.367
C 1.397 2.368 1.542
C 4.948 0.558 -0.853
C -2.756 4.286 -5.424
C -3.386 -2.105 1.167
C 7.683 0.155 -0.866
C 3.618 2.004 1.364
C 3.428 -3.015 2.500
C -4.132 -3.188 3.225
C 0.210 0.285 -6.156
C -3.157 -1.577 -1.965
C -4.605 -4.221 1.121
C 0.892 4.937 3.039
C 2.930 1.398 0.277
H -2.931 -1.495 -4.117
H -3.438 1.323 -6.774
H -4.500 3.693 -4.329
H 1.651 -4.976 0.013
H -3.768 -3.313 -0.581
H 1.258 0.106 -5.999
H -2.452 2.514 3.510
H 1.492 6.825 3.861
H -4.154 -3.214 4.306
H 0.559 0.850 -8.193
H 2.332 -0.983 -4.954
H 4.792 -1.530 -0.425
H 3.256 -2.530 3.463
H -3.200 2.804 -2.381
H 2.928 -3.988 2.520
H -2.241 4.174 2.088
H 4.367 -0.450 -3.342
H -4.124 -2.034 -1.852
H 1.908 4.594 2.998
H 7.860 2.246 -1.289
H 2.845 3.079 3.099
H -2.896 -1.478 3.169
H 0.234 -4.737 -2.051
H 5.060 -3.646 1.238
H 1.854 -3.383 -0.734
H 4.680 1.956 1.543
H -3.825 0.402 2.760
H 5.401 2.606 -1.276
H -0.847 4.764 -6.317
H -2.660 6.397 2.984
H -5.011 -5.049 0.556
H -2.737 0.600 -4.563
H -3.330 4.649 -6.267
H 5.382 -2.180 2.174
H -0.564 -3.339 -1.320
H 5.385 -3.757 2.975
H 7.256 -1.900 -0.440
H -0.779 -4.945 -0.607
*
```

Calculated values
Orbital gap (spin up / spin down) ... 5.2 / 5.2 eV
Strongest force on any atom ... 0.00967 Eh/bohr
Total energy ... -5796.8805 Ha
HOMO (spin up / spin down) ... -4.510 / -4.510 eV

***

Entry 5:
Here is C19H31BClN2O9PtS as an isolated structure from OMol25. Energies are from ωB97M-V/def2-TZVPD.

```
! RIJCOSX wB97M-V def2-TZVPD def2/J DEFGRID3
* xyz -1 3
Pt 0.267 0.830 -1.879
Cl 0.770 -1.703 -4.141
S -2.150 1.074 -2.452
O 0.519 1.926 0.964
O 0.152 -0.335 0.991
O 0.512 -0.307 -4.433
O 0.579 2.874 -2.526
O 2.528 1.055 -2.639
O 0.585 -1.911 -2.714
O -0.180 -2.523 -4.870
O 2.108 -2.053 -4.518
O 2.018 4.537 -2.874
N -2.630 -1.527 -2.024
N -2.728 -0.822 -4.225
C 4.039 2.707 -3.502
C -1.284 -1.324 6.036
C 0.446 1.495 4.621
C -2.510 -0.536 -2.933
C -2.201 -2.900 -2.279
C 0.098 -0.658 5.968
C 0.224 0.121 4.657
C 0.561 2.206 3.421
C -3.506 -1.962 -4.675
C 0.225 0.124 2.271
C 1.184 -1.741 6.029
C -2.337 0.072 -5.306
C 3.501 2.609 -1.043
C -2.753 -1.225 -0.606
C 1.758 3.360 -2.648
C 2.973 2.414 -2.459
C 0.253 0.238 7.197
C 0.448 1.495 2.254
C 0.111 -0.580 3.444
B 0.335 0.790 0.134
H -4.206 -1.611 -5.437
H -2.864 -2.728 -5.114
H -2.074 -0.572 6.007
H -1.385 -1.898 6.961
H 2.177 -1.292 5.981
H -1.440 -2.005 5.198
H -1.773 -1.156 -0.132
H -1.735 -2.989 -3.253
H -0.059 -1.648 3.416
H 4.353 1.943 -0.863
H -3.318 -2.037 -0.143
H -0.516 1.012 7.230
H 0.733 3.274 3.411
H 0.158 -0.368 8.101
H -3.040 -3.597 -2.187
H -3.211 0.610 -5.683
H 3.644 2.521 -4.501
H 1.096 -2.445 5.201
H 0.535 2.049 5.545
H -1.592 0.777 -4.961
H 3.834 3.639 -0.918
H -4.077 -2.385 -3.853
H 4.903 2.056 -3.343
H 1.231 0.722 7.219
H 2.722 2.399 -0.310
H 3.156 0.447 -2.234
H -1.903 -0.535 -6.101
H -3.280 -0.287 -0.463
H 1.104 -2.305 6.962
H 4.349 3.748 -3.435
H -1.441 -3.157 -1.541
*
```

Calculated values
Orbital gap (spin up / spin down) ... 6.1 / 7.9 eV
Energy relative to the best compared isomer or geometry (same formula, charge and spin) ... 0.00 kJ/mol
Strongest force on any atom ... 0.00116 Eh/bohr
Total energy ... -2531.7223 Ha
HOMO (spin up / spin down) ... -3.796 / -5.594 eV

***

Entry 6:
Here is C42H38BrF7N2O6PS2 as an isolated structure from OMol25. Energies are from ωB97M-V/def2-TZVPD.

```
! RIJCOSX wB97M-V def2-TZVPD def2/J DEFGRID3
* xyz -1 1
Br 2.183 3.688 -1.298
S 2.531 2.032 0.205
S 4.857 0.560 -0.073
P 6.258 2.244 0.059
F -8.154 -3.912 2.536
F -2.367 -0.296 5.723
F -12.067 -0.576 -2.841
F 7.846 -0.779 0.609
F 6.960 -8.425 -5.485
F -8.544 2.104 2.370
F 6.643 5.861 -1.367
O 4.808 0.029 1.266
O 5.430 -0.243 -1.130
O 1.205 1.509 0.370
O 3.163 2.675 1.320
O 7.177 2.013 -1.241
O 5.362 3.488 -0.394
N 7.068 2.385 1.349
N 3.433 1.041 -0.602
C -10.496 1.516 -5.992
C 5.719 6.702 0.625
C -11.553 0.114 -3.884
C -7.834 0.594 4.025
C 9.751 -1.982 1.276
C 5.948 6.843 -0.728
C -6.278 2.143 3.002
C 8.541 -1.919 0.610
C 6.770 -7.257 -4.829
C -10.214 -3.179 -0.332
C -0.343 -1.373 5.187
C 6.386 -4.886 -3.497
C 4.531 8.798 0.555
C 0.056 0.497 3.155
C -1.254 -0.367 4.942
C -10.854 -0.577 -4.852
C -1.083 0.571 3.946
C -10.323 0.141 -5.914
C 10.454 -3.179 1.250
C -11.742 1.480 -3.929
C 0.792 -1.432 4.387
C -5.262 1.624 3.792
C 9.952 -4.282 0.571
C 6.664 -4.884 -4.857
C 0.994 -0.503 3.377
C -9.268 -1.141 0.512
C -9.570 -3.903 0.662
C 6.303 -6.090 -2.813
C 8.731 -4.186 -0.086
C -7.544 1.613 3.140
C 6.496 -7.295 -3.477
C -11.204 2.181 -5.000
C 4.997 7.700 1.264
C 6.859 -6.077 -5.539
C 8.013 -3.001 -0.070
C -8.782 -3.215 1.564
C 4.780 8.903 -0.806
C -10.068 -1.800 -0.411
C 5.496 7.914 -1.468
C -6.802 0.084 4.802
C -5.516 0.597 4.691
C -8.612 -1.846 1.512
H 0.233 1.216 2.368
H 8.334 -5.039 -0.622
H 6.234 -3.952 -2.974
H 6.435 -8.246 -2.967
H 1.524 -2.211 4.561
H -4.711 0.193 5.289
H 6.078 5.826 1.148
H -9.667 -4.976 0.744
H 7.059 -2.886 -0.566
H -4.261 2.024 3.699
H -12.294 1.973 -3.140
H 6.667 1.706 -2.003
H 11.404 -3.248 1.765
H 3.964 9.568 1.061
H 7.077 -6.103 -6.598
H 5.891 4.243 -0.691
H 4.792 7.608 2.322
H 6.085 -6.094 -1.753
H -11.336 3.253 -5.053
H 6.728 -3.946 -5.393
H -0.524 -2.083 5.983
H -9.766 -0.380 -6.682
H -10.075 2.069 -6.820
H 10.120 -1.106 1.791
H 4.409 9.753 -1.363
H -10.727 -1.647 -4.763
H 10.509 -5.209 0.552
H -10.837 -3.699 -1.049
H -9.145 -0.066 0.459
H -7.980 -1.348 2.233
H -6.100 2.937 2.290
H -7.006 -0.722 5.494
H 1.882 -0.545 2.759
H -1.828 1.342 3.796
H -10.573 -1.247 -1.191
H 5.698 7.962 -2.529
H 6.886 1.676 2.048
H -8.845 0.214 4.092
*
```

Calculated values
Orbital gap ... 8.4 eV
Strongest force on any atom ... 0.00543 Eh/bohr
Total energy ... -6595.1302 Ha
HOMO ... -6.548 eV

***

Entry 7:
Here is one molecule with the formula C5H7NO from OMol25. Energies are from ωB97M-V/def2-TZVPD.

```
! RIJCOSX wB97M-V def2-TZVPD def2/J DEFGRID3
* xyz 0 1
O -0.985 1.388 0.436
N 0.664 1.041 2.092
C -1.533 0.409 -0.467
C 0.783 0.041 -0.139
C 0.185 0.859 0.940
C -0.332 -0.294 -1.085
C 0.696 0.694 -1.511
H -2.169 0.907 -1.204
H 1.591 -0.646 0.087
H 0.328 1.712 -1.638
H -0.440 -1.271 -1.547
H 1.505 0.434 -2.180
H 0.096 1.676 2.651
H -2.136 -0.269 0.144
*
```

Calculated values
Structure (SMILES) ... [H]/N=C1\OC[C@H]2C[C@@H]12
Orbital gap ... 10.8 eV
Energy relative to the best compared isomer or geometry (same formula, charge and spin) ... 123.51 kJ/mol
Strongest force on any atom ... 0.01018 Eh/bohr
Total energy ... -324.6774 Ha
HOMO ... -9.788 eV